1.
Here is a cluster of 12 separate species, C26H80N4O12 in total in a non-equilibrium geometry from OMol25. Energies are from the ωB97M-V functional and the def2-TZVPD basis.

## Properties
E = -58784.3222 eV
ΔE to the lowest compared entry with this formula, charge and spin = 106.35 kJ/mol
lowest unoccupied orbital energy = 0.29 eV

```
122
Properties=species:S:1:pos:R:3:forces:R:3:lowdin_charge:R:1
C 2.8922 -2.2528 2.7066 -0.3 -0.2 -0.9 -0.1723
O 3.2498 -3.3043 3.5444 0.5 -0.8 1.6 -0.1217
H 3.6344 -2.1945 1.9105 -0.3 0.5 -0.3 0.0888
H 1.9090 -2.5183 2.3179 -0.1 0.5 -0.5 0.0532
H 2.8257 -1.2950 3.2227 0.2 -0.2 0.2 0.0703
H 3.7652 -3.9603 3.0694 -0.1 0.2 0.0 0.0770
C -2.3746 2.4922 2.2982 0.0 -0.8 -0.5 -0.1186
O -3.3209 1.9009 1.3933 0.1 -0.2 1.8 -0.1363
H -1.3675 2.2755 1.9418 0.2 0.4 -0.1 0.0441
H -2.5064 3.5590 2.4787 -0.1 0.0 -0.2 0.0781
H -2.4421 1.9616 3.2479 -0.3 0.1 0.1 0.0819
H -3.3368 2.3530 0.5465 0.2 0.6 -0.5 0.0181
C -4.6665 -1.2955 2.0801 0.1 0.6 0.0 -0.1280
O -3.5713 -0.5539 2.6374 -0.2 -1.4 0.8 -0.1507
H -4.4604 -1.5451 1.0392 -0.1 0.0 -0.1 0.0696
H -4.8594 -2.2241 2.6173 0.6 0.0 0.2 0.0790
H -5.6029 -0.7436 2.1619 0.0 0.3 -0.2 0.0771
H -3.5065 0.3344 2.2791 -0.4 0.2 -0.7 0.0129
C -0.2639 1.1184 -5.1066 -0.8 -0.5 -0.3 -0.1832
O -0.3712 1.4590 -3.7579 -0.5 0.9 0.1 -0.1549
H -1.1673 1.4656 -5.6081 0.2 0.4 -0.2 0.0778
H 0.6535 1.4770 -5.5733 -0.1 0.2 -0.2 0.0646
H -0.3309 0.0372 -5.2273 0.3 -0.4 -0.1 0.0732
H 0.4109 1.0976 -3.3345 0.5 -0.6 0.7 0.0002
C -0.8424 -2.6543 4.4886 -0.7 -0.2 0.2 -0.1510
O -2.1962 -2.8805 4.0964 0.5 -0.3 -0.3 -0.1273
H -0.3239 -3.6127 4.5137 -0.1 0.0 0.1 0.0692
H -0.2916 -2.0099 3.8034 0.0 0.2 -0.1 0.0587
H -0.8704 -2.2363 5.4949 0.5 0.2 0.1 0.0782
H -2.5686 -2.0453 3.8043 -0.2 0.4 -0.2 0.0295
C 0.9112 1.4280 4.0007 -1.2 -0.3 0.3 -0.1475
O 1.6915 1.0900 2.9003 1.1 -0.2 -1.0 -0.1278
H 0.1707 0.6287 4.0303 -0.4 0.3 0.3 0.0777
H 1.4127 1.4256 4.9684 0.4 0.1 -0.1 0.0840
H 0.4312 2.3886 3.8137 -0.2 0.0 0.3 0.0816
H 2.1625 1.8701 2.5984 0.2 0.0 -0.1 0.0906
C -1.3192 -6.0688 -3.1956 0.6 0.4 -0.8 -0.0822
C -0.6518 -5.6736 -1.8761 -1.0 0.2 -1.9 -0.3501
O -1.2458 -6.4833 -0.9404 -0.8 -0.8 0.9 -0.0883
H -2.3971 -5.9150 -3.1445 -0.1 -0.5 0.5 0.0761
H -1.0446 -7.0764 -3.5079 -0.3 -0.1 0.1 0.0727
H -1.0850 -5.4083 -4.0304 0.6 0.1 0.0 0.0643
H -0.9501 -4.6309 -1.7678 0.5 0.4 0.5 0.0981
H 0.4244 -5.8333 -1.8098 0.3 0.4 -0.6 0.1119
H -0.6933 -6.4221 -0.1577 -0.2 0.0 0.9 0.0191
C -1.0987 -1.4889 0.2942 -0.9 0.1 0.1 -0.0476
C -0.2976 -0.1835 0.1790 -2.1 -1.3 0.6 -0.3243
O 1.0318 -0.4857 0.3595 1.9 0.2 -0.1 -0.0894
H -0.8885 -2.2410 -0.4662 0.2 0.3 -0.3 0.0643
H -2.1685 -1.2800 0.2863 -0.1 0.1 -0.3 0.0587
H -0.9837 -2.0098 1.2447 0.5 0.3 0.3 0.0602
H -0.6113 0.4503 1.0085 -0.3 0.4 -0.2 0.0964
H -0.5111 0.2982 -0.7752 0.2 0.2 -0.1 0.1036
H 1.2340 -0.1474 1.2349 0.7 0.0 0.3 0.0476
C 3.1100 0.6229 -4.3435 1.2 0.7 -0.9 -0.0721
C 2.9907 0.2019 -2.9187 1.0 -0.6 0.4 -0.4181
C 3.5806 1.2255 -1.9039 -0.3 0.5 -1.0 -0.1552
O 4.9649 1.4898 -2.2121 -0.7 -1.2 0.2 -0.1900
C 5.6507 2.2956 -1.2757 -0.9 0.0 -0.1 -0.1064
N 1.6179 -0.1730 -2.6442 -0.6 0.8 0.9 0.0568
H 2.6376 -0.0990 -5.0097 0.0 0.1 0.0 0.0838
H 4.1683 0.6941 -4.5946 0.1 -0.4 -0.1 0.0804
H 2.7957 1.6365 -4.5922 -0.7 0.0 0.3 0.0819
H 3.5935 -0.7019 -2.8293 0.5 -0.1 0.1 0.1369
H 3.3767 0.9333 -0.8738 0.4 -0.4 0.2 0.1180
H 3.0338 2.1585 -2.0401 -0.2 0.4 0.0 0.1185
H 5.0269 3.1697 -1.0891 0.4 0.6 -0.1 0.0800
H 6.6306 2.5076 -1.7035 -0.2 0.2 0.1 0.0916
H 5.7711 1.8550 -0.2859 0.1 -0.6 0.0 0.0804
H 1.3382 -1.0031 -3.1469 0.2 -0.1 -0.3 0.1012
H 1.5389 -0.4121 -1.6661 -0.2 0.0 0.4 0.0502
C 1.7081 7.3808 0.7485 0.3 0.3 -0.8 -0.0615
C 1.7312 6.6634 -0.6208 0.2 0.4 0.7 -0.4101
C 0.8392 5.4334 -0.6479 -0.8 0.1 -0.6 -0.2328
O 1.3729 4.2897 -0.0082 -0.5 -0.5 -0.1 -0.1656
C 0.4668 3.1711 -0.1659 0.6 0.4 -0.3 -0.0764
N 1.3188 7.6743 -1.6494 -0.2 -1.1 0.9 0.0329
H 1.9219 6.7824 1.6340 -0.2 -0.3 -0.3 0.0770
H 0.7560 7.9057 0.8268 -0.1 -0.2 0.3 0.0758
H 2.4765 8.1531 0.7116 0.1 0.2 0.1 0.0672
H 2.7503 6.3366 -0.8277 0.2 -0.3 0.1 0.1296
H 0.5812 5.2165 -1.6844 0.3 -0.3 -0.5 0.1200
H -0.1482 5.6343 -0.2324 -0.2 0.4 0.5 0.1119
H -0.5659 3.4289 0.0692 -0.1 0.2 0.5 0.0723
H 0.8203 2.3295 0.4298 0.0 0.3 0.2 0.0689
H 0.4125 2.8141 -1.1943 0.4 0.1 -0.4 0.0769
H 1.4490 7.2736 -2.5673 0.1 0.1 -0.2 0.0632
H 1.9480 8.4588 -1.5553 0.0 0.2 -0.1 0.0628
C -5.4341 4.9165 0.4385 1.3 -1.0 -0.6 -0.0379
C -3.9814 5.3579 0.0809 -0.5 -0.3 -0.2 -0.4183
C -3.3096 4.6123 -1.1047 -1.0 0.7 0.7 -0.1827
O -3.2936 3.2295 -0.8360 0.3 -0.2 -1.3 -0.2334
C -2.8649 2.4804 -2.0012 0.2 -0.4 0.8 -0.0430
N -3.9662 6.7987 -0.1550 -0.5 -0.5 0.0 0.0344
H -5.8775 5.4348 1.2888 0.1 0.5 -0.3 0.0757
H -5.3365 3.8840 0.7740 -0.2 -0.2 0.0 0.0617
H -6.0600 4.8985 -0.4537 -0.2 0.4 0.2 0.0814
H -3.3948 5.1073 0.9647 0.4 -0.2 0.2 0.1101
H -2.3181 5.0438 -1.2421 0.5 -0.2 0.1 0.1098
H -3.8221 4.7860 -2.0509 -0.4 0.1 0.0 0.1273
H -1.7768 2.4673 -2.0636 0.0 0.3 -0.2 0.0564
H -3.3117 2.8476 -2.9251 0.0 0.2 0.1 0.0954
H -3.1652 1.4410 -1.8688 -0.2 0.1 0.1 0.0977
H -3.0658 7.1548 -0.4423 0.2 0.0 0.2 0.0651
H -4.2365 7.1675 0.7455 0.2 0.8 -0.2 0.0702
C 2.5817 -9.1650 1.0419 -0.5 0.8 0.3 -0.0554
C 1.2833 -8.3713 0.6942 1.1 0.1 1.6 -0.4396
C 1.4536 -6.8872 1.0952 0.9 -1.1 -0.2 -0.1991
O 0.2055 -6.2792 1.2638 0.0 0.2 0.9 -0.2048
C 0.2655 -4.9901 1.8671 -0.9 0.4 -0.4 -0.0648
N 1.0799 -8.5241 -0.6899 -0.1 0.3 -1.9 0.0413
H 2.5453 -10.2088 0.7302 -0.2 0.0 0.1 0.0711
H 2.8240 -9.0868 2.1017 -0.1 -0.3 0.1 0.0686
H 3.4162 -8.7059 0.5117 0.0 0.1 -0.2 0.0756
H 0.3848 -8.7218 1.2019 0.2 -0.2 0.8 0.1404
H 2.0594 -6.3997 0.3314 0.0 0.3 -0.4 0.1317
H 2.0474 -6.8144 2.0064 -0.1 -0.1 0.4 0.1192
H 0.4075 -4.2497 1.0799 0.4 0.2 0.0 0.0861
H 0.9836 -4.8502 2.6751 0.4 -0.5 -0.2 0.0799
H -0.7069 -4.7742 2.3100 -0.1 -0.2 -0.1 0.0927
H 0.3287 -7.9138 -0.9786 -0.3 -0.1 -0.3 0.0440
H 0.7686 -9.4695 -0.8613 0.0 -0.1 -0.3 0.0860
```
Positions in Å, forces in eV/Å.

=====

2.
Here is the molecule C17H18N6 in a non-equilibrium geometry from OMol25. Energies are from the ωB97M-V functional and the def2-TZVPD basis.

## Properties
E = -26859.9942 eV
ΔE to the lowest compared entry with this formula, charge and spin = 0.00 kJ/mol
lowest unoccupied orbital energy = 0.56 eV

```
41
Properties=species:S:1:pos:R:3:forces:R:3:lowdin_charge:R:1
N 1.6421 0.2637 1.5274 0.0 -0.7 -0.5 0.1559
N -2.3014 -2.3638 0.4931 1.9 -1.1 0.6 0.1145
N 3.6598 3.8233 2.3541 -0.1 0.1 -0.8 0.0522
C 0.7611 -0.6630 1.2100 -0.5 0.8 0.0 -0.2889
C -1.1155 -2.9227 0.4175 -1.7 1.2 0.5 -0.3617
C -3.0584 -0.0627 -1.9436 0.2 -1.1 0.8 -0.0896
C -1.7597 -0.1700 -2.6622 0.0 -3.2 0.6 -0.0305
C 1.1103 1.4654 1.1191 0.5 0.0 1.1 -0.2784
C -0.1214 1.2870 0.6398 -1.3 -0.2 -0.8 -0.0536
C -3.4678 -1.0297 -1.0361 0.8 2.2 -1.5 -0.1006
C -1.1065 -1.4248 -2.6448 -1.2 3.5 0.0 -0.2128
C 3.0230 4.9922 2.2369 0.2 0.2 0.8 -0.1652
C 3.0456 2.7179 1.9001 -0.2 1.6 0.8 -0.0877
C 1.7182 5.1344 1.7462 0.7 -1.1 0.0 -0.0673
C 1.0695 3.9749 1.3273 0.2 0.0 -0.2 -0.0181
C 1.7295 2.7365 1.4585 0.3 0.4 -0.5 -0.1577
N -0.3805 -0.0649 0.6709 0.0 -0.7 -0.2 0.1356
N -0.7020 -3.1470 -0.8684 0.6 -0.3 -0.5 0.1258
N -2.6932 -2.1487 -0.8071 -0.8 0.2 -1.4 -0.1136
C 0.1989 -1.5959 -3.3544 0.3 -1.8 0.3 -0.0654
C -1.6770 -2.5705 -1.8115 -0.1 0.1 0.3 -0.1967
C 1.0310 -2.1393 1.4208 -0.7 0.7 0.9 -0.1057
C -0.2158 -3.0272 1.6000 0.1 -0.1 0.9 -0.1142
H -3.6826 0.8163 -2.0578 0.1 -0.1 -0.1 0.0826
H -1.3669 0.6960 -3.2233 -0.2 -0.7 0.4 0.1096
H -0.7872 2.0609 0.2906 -0.3 -0.5 -0.1 0.1159
H -4.3647 -0.8446 -0.4445 0.4 -0.4 0.1 0.1127
H 3.6001 5.8595 2.6207 -0.6 -0.5 -0.4 0.1067
H 3.6196 1.8206 1.9449 0.1 -0.6 0.1 0.1008
H 1.2615 6.1022 1.7221 -0.2 0.3 -0.2 0.0904
H 0.0944 4.0316 0.8199 0.4 0.0 0.6 0.1100
H -1.2613 -0.5194 0.3495 1.2 0.5 0.6 0.1255
H 0.2840 -3.0876 -1.0987 -0.3 -0.1 0.2 0.1157
H 0.1230 -2.3409 -4.1735 -0.1 0.2 0.3 0.0912
H 0.9812 -2.0201 -2.6809 -0.3 0.5 -0.4 0.0767
H 0.5769 -0.7002 -3.7986 0.1 0.7 0.0 0.0681
H -2.0969 -3.3813 -2.4379 0.2 0.3 0.0 0.1492
H 1.5532 -2.5331 0.5765 0.8 -0.1 -0.6 0.0906
H 1.6990 -2.2011 2.3083 -0.4 -0.1 -0.7 0.1320
H -0.7608 -2.7764 2.5335 0.1 0.1 -0.8 0.1318
H 0.1377 -4.0478 1.7558 0.0 -0.1 -0.2 0.1140
```
Positions in Å, forces in eV/Å.

=====

Number 1: orbital gap 9.316 eV. Number 2: orbital gap 8.204 eV.